Entry 1:
# C4H9N3O2

A structure of composition C4H9N3O2 (wB97M-V/def2-TZVPD, OMol25).

Last column: Mulliken charge in e.
Positions of all 18 atoms, in Å:
1 C -1.069468 1.931698 -0.009104  -0.884
2 C -0.135797 -0.519461 -0.305135  0.557
3 C 1.164192 -1.261947 -0.530702  -0.491
4 C -2.393141 -0.722800 0.107800  0.016
5 H -0.677190 2.609869 -0.708011  0.367
6 H -1.190991 1.957671 1.189605  0.332
7 H -1.935330 1.544932 -0.544708  0.291
8 H 1.883433 1.511703 0.582484  0.376
9 H 1.405588 -1.224758 -1.726616  0.280
10 H 1.013459 -2.330641 -0.323453  0.317
11 H 2.125066 -1.346873 1.436397  0.250
12 H 3.245109 -1.015264 0.105083  0.178
13 H -1.895536 -0.681198 1.288659  0.191
14 N -0.041272 0.785857 -0.099833  0.202
15 N 2.313412 -0.931541 0.436594  -0.552
16 N -1.301285 -1.215958 -0.455758  -0.361
17 O 1.123549 1.467421 -0.421347  -0.530
18 O -3.633797 -0.558704 -0.021956  -0.538

Forces on atoms 1 to 6 (eV/Å):
C -0.4 -4.5 2.5
C -1.7 -1.8 -1.3
C 1.9 -1.3 -1.1
C -2.9 0.5 5.7
H 0.7 1.8 0.3
H -0.1 1.3 -3.2

Computed properties:
HOMO level ... -8.48 eV
Kohn-Sham gap ... 8.4 eV
Charge ... 0
ΔE to the lowest compared entry with this formula, charge and spin ... 161.5 kcal/mol

Entry 2:
# C18H59AsF6O11

A structure of composition C18H59AsF6O11 (wB97M-V/def2-TZVPD, OMol25).

Last column: Mulliken charge in e.
Positions of all 95 atoms, in Å:
1 O 3.780944 4.680198 0.120212  -0.309
2 H 3.642534 4.543468 -0.819868  0.416
3 H 3.725344 5.632228 0.230482  0.450
4 H 4.638084 4.339858 0.386832  0.400
5 As -0.157966 -0.095962 -0.130878  2.112
6 F -1.551906 0.966628 0.274542  -0.535
7 F 0.600264 0.395848 1.401262  -0.487
8 F 1.268314 -1.012072 -0.669528  -0.524
9 F -0.970056 -0.720962 -1.595928  -0.512
10 F 0.442894 1.340078 -1.001168  -0.538
11 F -0.852066 -1.542372 0.704212  -0.520
12 C 0.560494 -4.716752 -5.253038  -1.352
13 C 1.854734 -4.430212 -4.491428  0.577
14 C 2.981734 -5.329922 -5.108228  -1.260
15 O 2.259924 -3.043122 -4.621258  -0.569
16 H 0.126834 -5.714702 -5.188928  0.370
17 H 0.683954 -4.453832 -6.303638  0.320
18 H -0.218756 -4.003342 -4.984868  0.327
19 H 1.630994 -4.733112 -3.468538  0.262
20 H 3.208134 -5.069582 -6.142188  0.346
21 H 2.611714 -6.354452 -5.147588  0.354
22 H 3.908634 -5.250342 -4.540228  0.299
23 H 2.124414 -2.646752 -3.757478  0.325
24 C 2.642624 -6.026952 1.036992  -1.203
25 C 2.972884 -7.435422 0.491662  0.259
26 C 4.475704 -7.770642 0.651832  -1.156
27 O 2.279314 -8.319532 1.368952  -0.548
28 H 1.574544 -5.814602 0.989862  0.339
29 H 3.149534 -5.279972 0.426112  0.319
30 H 2.970744 -5.849292 2.061132  0.360
31 H 2.623794 -7.524612 -0.537058  0.312
32 H 5.061034 -7.015632 0.127002  0.318
33 H 4.697704 -8.745752 0.218272  0.322
34 H 4.847184 -7.815452 1.675602  0.321
35 H 2.650814 -8.144692 2.236722  0.357
36 C 5.385814 0.675248 1.203832  -1.270
37 C 6.393684 1.054058 0.126112  0.510
38 C 5.925204 0.691668 -1.297458  -1.162
39 O 6.576204 2.396588 0.179422  -0.510
40 H 5.732614 0.890388 2.214552  0.344
41 H 5.127574 -0.383102 1.167902  0.369
42 H 4.466044 1.256748 1.140752  0.243
43 H 7.333974 0.544098 0.335642  0.233
44 H 4.967294 1.150998 -1.541438  0.239
45 H 5.872174 -0.383202 -1.470488  0.372
46 H 6.657514 1.061628 -2.015058  0.334
47 H 7.458384 2.541488 -0.170388  0.322
48 C -5.852376 5.074068 1.430022  -1.186
49 C -7.120196 4.631528 2.248712  0.552
50 C -6.837496 3.869808 3.529582  -1.290
51 O -7.788426 5.770008 2.651992  -0.551
52 H -5.238466 4.178188 1.337162  0.262
53 H -5.225726 5.753328 2.007972  0.320
54 H -6.082276 5.475128 0.442912  0.400
55 H -7.801766 4.036478 1.640862  0.186
56 H -6.301506 2.965588 3.241152  0.346
57 H -7.713516 3.501228 4.063282  0.323
58 H -6.233826 4.523238 4.159422  0.327
59 H -7.941496 6.303938 1.868992  0.311
60 C -3.943896 -2.343672 3.802592  -0.484
61 O -5.241406 -1.985072 4.250772  -0.531
62 H -3.403246 -1.485252 3.403962  0.225
63 H -3.450696 -2.786142 4.668082  0.228
64 H -3.983636 -3.072342 2.992922  0.264
65 H -5.758636 -1.769372 3.471322  0.288
66 C 1.126484 -2.295362 4.390782  -0.436
67 O 0.915954 -1.009232 4.891802  -0.531
68 H 1.617474 -2.924552 5.133172  0.270
69 H 0.181224 -2.774362 4.135542  0.191
70 H 1.772344 -2.228412 3.515282  0.180
71 H 0.726644 -0.467692 4.122072  0.323
72 C -6.612646 -0.260162 0.282162  -0.556
73 O -7.606426 -0.600872 1.249172  -0.488
74 H -6.981876 -0.214472 -0.742378  0.314
75 H -6.128926 0.699348 0.465032  0.184
76 H -5.734336 -0.905242 0.258902  0.277
77 H -8.282606 0.080348 1.267172  0.284
78 C -1.205376 5.336938 2.547012  -0.483
79 O -0.218606 4.411248 2.784912  -0.507
80 H -1.001716 6.373558 2.815402  0.291
81 H -1.350156 5.280788 1.468132  0.182
82 H -2.153956 5.012488 2.974842  0.203
83 H -0.484266 3.612228 2.323832  0.313
84 C 2.190414 4.669558 -3.973308  -0.578
85 O 3.581524 4.786268 -3.718348  -0.516
86 H 1.994014 3.696628 -4.423798  0.303
87 H 1.559214 4.820348 -3.097548  0.210
88 H 1.850464 5.422748 -4.684118  0.309
89 H 4.019484 4.873418 -4.568168  0.291
90 C -2.524366 3.685198 -3.236368  -0.320
91 O -3.194856 4.807808 -3.844988  -0.541
92 H -2.222886 3.957948 -2.225028  0.132
93 H -3.103166 2.761698 -3.220648  0.262
94 H -1.624736 3.503778 -3.824438  0.176
95 H -3.327296 4.712458 -4.791018  0.294

Forces on atoms 1 to 6 (eV/Å):
O -0.8 0.1 0.1
H -0.2 -0.8 -1.3
H 0.0 0.9 0.6
H 1.2 -0.7 0.4
As -1.3 -0.8 -0.5
F 0.9 -1.2 -0.1

Computed properties:
HOMO level ... -9.35 eV
Kohn-Sham gap ... 6.8 eV
Charge ... 0
ΔE to the lowest compared entry with this formula, charge and spin ... 90.7 kcal/mol

Entry 3:
# C5H13N2S2

The ion C5H13N2S2 with charge +1 (wB97M-V/def2-TZVPD, OMol25).

Last column: Mulliken spin population.
Positions of all 22 atoms, in Å:
1 C 1.752164 -0.541564 -0.150727  -0.030
2 C 1.802172 0.813835 0.594908  0.065
3 C 0.463251 -1.269153 -0.112376  0.006
4 C -0.737743 0.850616 0.292436  0.280
5 C -1.927622 -1.207721 -0.676193  0.044
6 N 0.627286 1.591941 0.211622  0.033
7 N -0.720294 -0.378407 -0.537092  -0.069
8 S -1.960114 2.113766 -0.389909  0.132
9 S -1.316890 0.547617 1.979612  1.424
10 H 2.046706 -0.604284 -1.230789  0.003
11 H 2.507481 -1.207580 0.402962  0.001
12 H 1.793044 0.589575 1.655884  -0.016
13 H 2.640489 1.456287 0.424480  -0.002
14 H 0.463959 -2.103218 -0.702124  -0.005
15 H 0.317287 -1.556875 0.865961  0.000
16 H -2.368449 -1.515124 0.324733  -0.019
17 H -2.879942 -0.827942 -1.079601  0.009
18 H -1.795734 -2.108106 -1.358420  0.008
19 H 0.537737 2.476415 0.703535  0.017
20 H -0.271622 0.089557 -1.314531  0.003
21 H -2.476097 2.304279 0.768132  0.004
22 H -0.079395 0.784961 2.378145  0.113

Forces on atoms 1 to 6 (eV/Å):
C 2.8 -0.6 -0.5
C -1.4 -0.7 -0.5
C -0.5 2.5 1.1
C 2.0 3.8 -1.7
C -2.8 -1.9 -0.1
N -2.1 -2.0 -0.4

Computed properties:
HOMO level (alpha / beta) ... -8.61 / -13.66 eV
Kohn-Sham gap (alpha / beta) ... 5.8 / 6.4 eV
Charge ... +1
Spin multiplicity ... 3
ΔE to the lowest compared entry with this formula, charge and spin ... 26.4 kcal/mol

Entry 4:
# C42H47AuCl2N5

A structure of composition C42H47AuCl2N5 (wB97M-V/def2-TZVPD, OMol25).

Last column: Mulliken charge in e.
Positions of all 97 atoms, in Å:
1 Au -0.224693 -0.700412 -0.349677  1.153
2 C -0.269319 -3.958390 5.334932  -1.048
3 C -0.569299 -4.710975 4.031305  -1.126
4 C -1.023884 -3.791341 2.936741  0.567
5 C -2.297494 -3.517251 2.544115  0.932
6 C -3.576558 -4.065781 3.098476  -1.123
7 C -4.253609 -3.111828 4.092631  -1.044
8 C -2.186831 -2.533362 1.463102  -0.129
9 N -0.871885 -2.268909 1.229728  -0.593
10 C -0.137511 -2.993898 2.082262  0.018
11 C 1.283855 -2.973816 2.170044  -0.308
12 C 2.107345 -2.217847 1.351953  0.149
13 C 3.579094 -1.994907 1.488323  0.689
14 C 4.461017 -2.747682 2.431799  -1.000
15 C 5.022814 -4.027727 1.798445  -1.055
16 C 3.946534 -1.045055 0.604900  0.732
17 C 2.715391 -0.707262 -0.167054  -0.415
18 C 2.667945 1.349126 -1.606856  -0.294
19 C 1.312927 1.857623 -2.162980  -1.268
20 N 0.182360 1.240579 -1.874509  -0.184
21 C -0.816090 1.914751 -2.533643  -0.429
22 C -2.165194 1.554240 -2.478052  0.143
23 C -2.827615 0.588562 -1.720320  -0.466
24 N -2.284597 -0.280231 -0.789216  -0.952
25 C -3.305789 -0.978303 -0.239316  0.408
26 C -3.252898 -1.965043 0.794280  -0.460
27 C -4.559322 -0.555704 -0.835153  0.741
28 C -4.258580 0.404914 -1.756678  1.104
29 C -5.223107 1.158092 -2.627165  -1.253
30 C -5.672235 2.480268 -1.991057  -1.017
31 C -5.912421 -1.124991 -0.520838  -1.105
32 C -6.148697 -2.483042 -1.195591  -1.144
33 C -0.264218 3.008457 -3.278003  0.512
34 C 1.097669 2.979564 -3.028221  0.609
35 C 2.161118 3.895901 -3.561591  -1.200
36 C 2.403778 5.140988 -2.692183  -1.077
37 C -1.031928 4.031551 -4.062128  -1.110
38 C -1.548872 5.181671 -3.184171  -0.992
39 N 1.668414 -1.472624 0.327814  -0.667
40 C 5.309715 -0.515091 0.289275  -0.336
41 C 5.839554 -1.056168 -1.045939  -1.292
42 H 0.069992 -4.639871 6.120757  0.358
43 H -1.165221 -3.442704 5.689984  0.223
44 H 0.502743 -3.202541 5.172985  0.283
45 H -1.340463 -5.461683 4.222018  0.382
46 H 0.327882 -5.246835 3.709594  0.378
47 H -3.371638 -5.014719 3.600079  0.378
48 H -4.267972 -4.280919 2.279556  0.380
49 H -3.600970 -2.928350 4.950182  0.248
50 H -5.196565 -3.525832 4.462330  0.361
51 H -4.459818 -2.148222 3.621074  0.268
52 H 1.741621 -3.549980 2.967925  0.240
53 H 3.897080 -3.010476 3.328440  0.417
54 H 5.286954 -2.107561 2.745275  0.460
55 H 4.211672 -4.704396 1.522198  0.292
56 H 5.687782 -4.552419 2.489481  0.390
57 H 5.586100 -3.790290 0.894015  0.206
58 H 3.389606 1.367031 -2.422961  1.178
59 H -2.816719 2.142592 -3.120059  0.017
60 H -4.224356 -2.329874 1.109576  0.031
61 H -6.101348 0.533441 -2.810523  0.424
62 H -4.771465 1.358965 -3.600428  0.461
63 H -6.162521 2.292893 -1.033058  0.302
64 H -6.374964 3.014239 -2.637435  0.363
65 H -4.812764 3.127249 -1.804131  0.205
66 H -6.682917 -0.422565 -0.847600  0.420
67 H -6.026234 -1.235602 0.561708  0.401
68 H -6.090611 -2.380144 -2.282147  0.322
69 H -7.129756 -2.894948 -0.938497  0.361
70 H -5.382266 -3.199490 -0.890590  0.280
71 H 1.887358 4.223585 -4.569984  0.473
72 H 3.099882 3.342551 -3.656748  0.345
73 H 1.564260 5.835945 -2.774463  0.324
74 H 3.310489 5.671097 -3.001828  0.359
75 H 2.507445 4.867087 -1.639651  0.143
76 H -1.884107 3.560423 -4.559544  0.431
77 H -0.387999 4.440469 -4.845807  0.385
78 H -2.262426 4.804776 -2.447015  0.211
79 H -2.040563 5.957036 -3.781217  0.386
80 H -0.724203 5.640388 -2.635509  0.219
81 H 6.003326 -0.772281 1.093450  0.342
82 H 5.270495 0.575599 0.231913  -0.173
83 H 6.036522 -2.128794 -0.977084  0.316
84 H 6.766183 -0.553605 -1.333947  0.362
85 H 5.101239 -0.901242 -1.835217  0.286
86 Cl 0.996322 1.830511 1.069827  -0.130
87 C 2.508760 2.582809 0.672317  1.244
88 C 2.993982 3.488092 1.606002  -0.762
89 C 4.195624 4.137742 1.395175  -0.732
90 C 4.927136 3.862058 0.255830  -0.710
91 C 4.431596 2.948181 -0.661328  0.968
92 Cl 5.463479 2.638238 -2.047367  -0.212
93 C 3.201843 2.294641 -0.517154  -0.857
94 N 2.383941 0.029596 -1.151778  -0.204
95 H 2.405909 3.676990 2.494697  0.460
96 H 4.566089 4.851095 2.122051  0.357
97 H 5.877667 4.341374 0.064843  0.466

Forces on atoms 1 to 6 (eV/Å):
Au -0.1 0.0 -0.2
C 0.0 0.0 0.0
C -0.1 0.2 0.0
C -0.3 0.0 0.3
C 0.2 -0.3 0.0
C 0.1 0.2 0.1

Computed properties:
HOMO level (alpha / beta) ... -2.57 / -2.54 eV
Kohn-Sham gap (alpha / beta) ... 4.4 / 4.4 eV
Charge ... -1

Max |F| across the listed records, respectively: 0.1254, 0.0657, 0.0957, 0.0224 Eh/bohr.